(1)
Here is C20H37N3O3ReSbSi3 as an isolated structure at a distorted geometry from OMol25. Energies are from the ωB97M-V functional and the def2-TZVPD basis.

Results
**LUMO level (alpha / beta)**: -3.8 / -4.5 eV
**HOMO-LUMO gap (alpha / beta)**: 7.4 / 7.4 eV
**Charge**: +1
**Spin multiplicity**: 4
**Molar mass**: 759.76 Da
**⟨S²⟩**: 3.789
**Energy**: -64250.7280 eV

The geometry in XYZ format:
```
68
C20H37N3O3ReSbSi3 the ωB97M-V functional and the def2-TZVPD basis
Re -1.11437 -0.28030 -1.44966
N -0.98663 1.18384 -3.11473
C -2.35769 1.71479 -3.39285
C -3.45124 0.79440 -2.83747
O -4.54598 0.75974 -3.34418
N -3.04372 0.12555 -1.71871
C -4.00625 -0.72014 -1.02547
C -3.25955 -1.73691 -0.16946
O -3.83232 -2.46688 0.59490
O -1.93103 -1.73402 -0.30594
H -0.69554 0.60429 -3.90067
H -0.33372 1.96074 -3.10644
H -2.46902 2.67547 -2.88953
H -2.52825 1.86729 -4.45594
H -4.62890 -0.12983 -0.34775
H -4.68254 -1.22347 -1.71776
N 4.53524 -3.94876 -4.68038
C 3.71023 -3.37712 -4.12107
C 2.67315 -2.65564 -3.44862
C 1.58297 -3.33168 -2.90265
C 0.57541 -2.61770 -2.27957
C 0.61893 -1.21665 -2.16954
C 1.72162 -0.56593 -2.74510
C 2.73712 -1.26347 -3.37191
H 1.52667 -4.40971 -2.97487
H -0.26816 -3.16195 -1.86814
H 1.78460 0.51784 -2.69999
H 3.57792 -0.74223 -3.81099
C 1.72749 3.07762 -0.63510
Si 2.31514 1.72248 0.54436
C 2.68412 2.36692 2.27020
C 3.80969 0.76457 -0.06911
Sb 0.12154 0.26493 0.75874
Si 0.62142 -1.93908 2.23474
C 1.63124 -3.02064 1.07705
C 1.65781 -1.17161 3.61226
C -0.98962 -2.68333 2.82703
Si -1.72029 1.69011 2.03340
C -2.44524 2.78126 0.67695
C -2.95109 0.50145 2.81003
C -0.79064 2.67527 3.34160
H 2.55531 3.66921 -1.03093
H 1.04375 3.75880 -0.12475
H 1.19293 2.63414 -1.47820
H 3.59000 2.97808 2.24765
H 2.86283 1.54540 2.96615
H 1.87862 2.98137 2.67209
H 4.63509 1.46235 -0.23143
H 3.62598 0.23417 -0.99889
H 4.13369 0.03728 0.67747
H 2.31013 -2.43247 0.45756
H 0.96301 -3.57250 0.41629
H 2.22064 -3.74520 1.64355
H 2.65104 -0.90494 3.24598
H 1.78543 -1.88381 4.43077
H 1.18900 -0.27534 4.02207
H -1.76062 -2.66389 2.05812
H -1.37219 -2.16993 3.71021
H -0.82943 -3.73181 3.09265
H -2.77688 2.16158 -0.15709
H -1.70650 3.49437 0.30522
H -3.30902 3.34530 1.03576
H -3.11881 -0.39643 2.21300
H -3.91719 0.99551 2.93928
H -2.60699 0.18638 3.79640
H -0.26179 3.52808 2.91334
H -0.06627 2.04990 3.86603
H -1.49233 3.06287 4.08405
```



(2)
Here is one molecule with the formula C20H37N3O3S2 at a distorted geometry from OMol25. Energies are from the ωB97M-V functional and the def2-TZVPD basis.

Results
**LUMO level**: -0.9 eV
**HOMO-LUMO gap**: 7.7 eV
**Molar mass**: 431.67 Da
**Energy**: -53609.1798 eV

The geometry in XYZ format:
```
65
C20H37N3O3S2 the ωB97M-V functional and the def2-TZVPD basis
C 3.15024 0.09520 -0.58622
C 3.38866 1.58618 0.05280
C 3.40447 2.81008 -1.06105
C 2.15675 2.76557 -2.12230
C 0.83021 3.61860 -1.68260
C 0.43299 3.53367 -0.09574
N -0.45661 2.32197 0.25419
C -1.87314 2.85584 -0.02675
C -2.98292 1.67847 -0.28497
C -2.76731 1.05744 -1.78669
S -4.09230 1.89073 -2.88204
C -4.57260 0.51075 -4.07906
S -6.07444 0.54312 -4.87516
N -3.62921 -0.64488 -4.36654
C -4.01120 -2.07530 -4.03417
C -2.67794 -2.85267 -4.59507
N -1.65379 -1.84955 -5.15311
C -2.25765 -0.46619 -4.99122
C -0.30101 2.09662 1.74464
C -0.83226 0.60025 2.24950
O -2.09808 0.88155 3.00299
O 0.17613 -0.09050 3.08994
C -0.54260 -1.24468 3.65155
C 0.43597 -2.48910 4.13043
O 1.29059 -3.03372 3.06592
C 1.08153 -4.47303 2.85228
C 2.57864 -5.18347 2.62536
C 3.73182 -4.12727 2.13350
H 2.05088 0.02583 -1.04637
H 3.97691 -0.09547 -1.40887
H 3.17283 -0.74280 0.25942
H 4.43828 1.54608 0.61153
H 2.58977 1.79364 0.88542
H 4.44501 2.78041 -1.61051
H 3.37069 3.81613 -0.41930
H 1.79802 1.69433 -2.42902
H 2.55863 3.27122 -3.12649
H -0.07893 3.17305 -2.31403
H 0.91151 4.75279 -2.03856
H -0.26477 4.47794 0.12144
H 1.35029 3.65047 0.62554
H -2.25587 3.54484 0.83954
H -1.87544 3.53598 -1.00779
H -4.05016 2.20989 -0.21891
H -3.00361 0.82379 0.51355
H -1.70698 1.27786 -2.23280
H -3.02229 -0.08453 -1.74719
H -4.99748 -2.45924 -3.53335
H -2.55673 -4.02408 -4.55444
H -1.75263 0.56563 -5.29516
H -0.87466 2.90678 2.40245
H 0.82992 2.15355 2.12085
H -1.17590 -0.08334 1.33446
H -2.80627 0.21000 2.74843
H -1.36757 -1.65667 2.90213
H -1.10672 -0.89102 4.64212
H -0.25615 -3.26622 4.66469
H 1.17289 -2.03797 4.95042
H 0.60143 -5.04836 3.75067
H 0.51354 -4.62261 1.82364
H 2.88070 -5.65290 3.68047
H 2.50020 -6.10716 1.89040
H 4.33053 -3.70462 3.07117
H 4.51120 -4.75695 1.48540
H 3.31396 -3.29194 1.42866
```